C3H3FHgO2 | wB97M-V/def2-TZVPD

Its energy relative to the best compared isomer or geometry (same formula, charge and spin) is 0.000 eV.

ORCA input file:
```
! wB97M-V def2-TZVPD RIJCOSX def2/J DEFGRID3
* xyz 2 1
H 0.03302 -1.59569 -0.31480
F -1.41342 1.49988 -0.37070
O -0.17998 0.43462 1.20684
O 1.14034 0.07767 -0.46377
C -1.08579 0.27686 0.08640
C -0.14547 -0.50358 -0.82857
C 0.93329 -0.14575 0.81970
H -1.98122 -0.25388 0.42265
H -0.29211 -0.38019 -1.90327
Hg 2.99136 0.59007 1.34551
*
```